one:
Molecular formula: C10H16
Method: DFT, wB97M-V/def2-TZVPD

As for the SMILES: Cc1ccccc1.CCC. The gap between HOMO and LUMO is 0.3680 hartree.

Element x y z (Å)
1 C -2.25017 -0.60702 0.19243
2 C -1.52170 0.72823 -0.35362
3 C -1.75759 1.20398 -1.61016
4 C -1.25517 2.33105 -2.18473
5 C -0.69701 3.26404 -1.26882
6 C -0.41215 2.82628 0.07681
7 C -0.71150 1.50454 0.50791
8 H -2.83219 -1.11199 -0.54159
9 H -2.91678 -0.34045 0.96526
10 H -1.61348 -1.34037 0.71511
11 H -2.40049 0.60445 -2.37039
12 H -1.44384 2.70916 -3.20632
13 H -0.27400 4.23139 -1.49784
14 H 0.06400 3.54792 0.71997
15 H -0.51265 1.20196 1.45118
16 C 1.41193 -0.77464 1.14818
17 C 2.23358 -2.03464 1.16185
18 C 1.98129 -2.97679 0.07520
19 H 0.35114 -0.72554 1.31709
20 H 1.58822 -0.14750 0.23310
21 H 1.83324 -0.06442 1.87603
22 H 3.31272 -1.72692 1.21093
23 H 2.26090 -2.57215 2.07961
24 H 1.09591 -2.63664 -0.53040
25 H 2.82739 -3.14141 -0.57237
26 H 1.63840 -3.95250 0.40557

***

two:
Molecular formula: C10H16
Method: DFT, wB97M-V/def2-TZVPD

As for the SMILES: Cc1ccccc1.CCC. The gap between HOMO and LUMO is 0.3691 hartree.

Element x y z (Å)
1 C 4.07829 2.09534 -1.13089
2 C 2.70756 1.72507 -0.60719
3 C 2.13572 0.48121 -0.86381
4 C 0.87505 0.14507 -0.39402
5 C 0.25776 0.99261 0.53272
6 C 0.80358 2.23683 0.76461
7 C 2.06338 2.58519 0.27451
8 H 3.98322 3.03840 -1.66696
9 H 4.58459 1.32774 -1.71043
10 H 4.71238 2.27361 -0.25649
11 H 2.78349 -0.25696 -1.31610
12 H 0.36178 -0.74912 -0.72124
13 H -0.73749 0.73750 0.86867
14 H 0.31903 2.97079 1.40054
15 H 2.55282 3.48669 0.62420
16 C -2.88830 -1.88135 1.64149
17 C -2.66298 -1.52918 0.16438
18 C -3.04718 -2.71467 -0.73683
19 H -2.91962 -0.98074 2.25736
20 H -1.97132 -2.37534 1.99750
21 H -3.64683 -2.61409 1.87804
22 H -3.31247 -0.70971 -0.14504
23 H -1.60888 -1.28701 0.07619
24 H -3.99381 -3.13411 -0.40096
25 H -3.15930 -2.38348 -1.74517
26 H -2.27044 -3.48029 -0.78508

***

Most stable: two

***

one:
Molecular formula: C10H16
Method: DFT, wB97M-V/def2-TZVPD

As for the SMILES: Cc1ccccc1.CCC. The gap between HOMO and LUMO is 0.3657 hartree.

Element x y z (Å)
1 C -0.76768 3.67855 -1.68055
2 C 0.09847 2.50563 -1.25729
3 C 1.22149 2.74541 -0.47487
4 C 2.10611 1.70297 -0.29538
5 C 1.73862 0.42180 -0.71785
6 C 0.58849 0.16481 -1.45657
7 C -0.28157 1.25619 -1.71894
8 H -0.31052 4.65003 -1.51122
9 H -1.79464 3.57798 -1.33941
10 H -0.86422 3.67873 -2.77893
11 H 1.17510 3.72401 -0.01382
12 H 3.06601 1.75286 0.20153
13 H 2.38933 -0.40483 -0.46104
14 H 0.36296 -0.75162 -1.98383
15 H -1.16505 1.10449 -2.32071
16 C -2.01188 -2.74862 1.43631
17 C -0.68167 -3.04621 2.15087
18 C 0.51708 -2.37742 1.46478
19 H -1.76486 -2.47465 0.40196
20 H -2.44359 -1.77556 1.70649
21 H -2.71155 -3.56958 1.44559
22 H -0.66760 -2.75347 3.19829
23 H -0.58818 -4.13142 2.12477
24 H 1.26195 -3.14249 1.14129
25 H 0.22779 -1.78701 0.60482
26 H 1.29961 -2.00056 2.13369

***

two:
Molecular formula: C10H16
Method: DFT, wB97M-V/def2-TZVPD

As for the SMILES: CCc1ccccc1.CC. The gap between HOMO and LUMO is 0.3633 hartree.

Element x y z (Å)
1 C -1.35983 -2.29826 -1.41814
2 C -0.67308 -2.51100 -0.00707
3 C 0.32954 -1.46985 0.19046
4 C 1.26794 -1.02108 -0.70805
5 C 2.05784 0.05160 -0.22635
6 C 1.93005 0.81150 0.93104
7 C 1.19161 0.14895 1.90619
8 C 0.31741 -0.88707 1.47279
9 H -1.99042 -1.40890 -1.27584
10 H -1.93282 -3.23925 -1.80207
11 H -0.59114 -1.96545 -2.20559
12 H -1.55480 -2.47579 0.62332
13 H -0.10678 -3.46407 -0.05421
14 H 1.47182 -1.43079 -1.60645
15 H 2.81908 0.47444 -0.87839
16 H 2.62876 1.60397 1.26895
17 H 1.22400 0.40403 2.94051
18 H -0.45331 -1.29921 2.28841
19 C -1.39264 2.21788 0.09033
20 C -0.20378 2.81876 -0.42762
21 H -2.31651 2.91237 0.30998
22 H -1.89316 1.45324 -0.55549
23 H -1.10955 1.48018 0.94333
24 H 0.48910 3.04767 0.31903
25 H -0.50097 3.77885 -0.81772
26 H 0.35163 2.26728 -1.30138

***

Most stable: one